The following is a quantum chemistry calculation of a gas-phase ion, C5H12NO (charge -1), from the OMol25 dataset.

Geometry as XYZ:
```
19
C5H12NO wB97M-V/def2-TZVPD
C -2.698 -0.804 -0.123
C -1.392 -0.079 -0.525
C -1.691 1.428 -0.817
C -0.309 -0.106 0.540
N 0.988 0.107 -0.027
C 2.189 -0.606 0.554
O 3.363 0.015 0.414
H -2.509 -1.770 0.323
H -3.277 -0.169 0.572
H -3.352 -0.896 -0.992
H -1.186 -0.476 -1.523
H -2.295 1.359 -1.735
H -0.789 2.029 -0.851
H -2.223 1.904 0.023
H -0.325 -0.936 1.257
H -0.531 0.727 1.268
H 1.326 0.937 -0.493
H 2.254 -1.590 0.032
H 1.855 -0.813 1.603
```

Summary:
- E_LUMO (eV) = 3.62
- structure (SMILES) = CC(C)CNC[O-]
- charge = -1
- ΔE to the lowest compared entry with this formula, charge and spin (kcal/mol) = 26.4
- strongest force on any atom (eV Å⁻¹) = 1.70
- HOMO-LUMO gap (eV) = 5.70